w) Below is a 2-piece molecular cluster, C6H14O overall, with properties calculated with the ωB97M-V functional and the def2-TZVPD basis.

Geometry as XYZ:
```
21
C6H14O the ωB97M-V functional and the def2-TZVPD basis
C 0.51 0.89 3.20
C 0.28 -0.20 2.25
C -0.52 0.20 0.98
C -0.01 -0.56 -0.24
C -0.64 -0.15 -1.56
C 0.06 -0.83 -2.72
O -0.57 -0.44 -3.92
H 1.66 4.86 1.37
H 0.45 0.72 4.27
H 0.80 1.88 2.85
H 1.29 -0.51 1.88
H -0.14 -1.08 2.73
H -1.59 0.00 1.15
H -0.43 1.28 0.81
H -0.14 -1.64 -0.08
H 1.08 -0.40 -0.30
H -1.71 -0.39 -1.58
H -0.56 0.94 -1.69
H 1.12 -0.55 -2.71
H 0.01 -1.93 -2.58
H -0.10 -0.85 -4.65
```

Summary:
Total charge: 0
E_HOMO (spin up / spin down) in eV: -10.325 / -7.875
Molecular weight in Da: 102.18
Gap between HOMO and LUMO (spin up / spin down) in eV: 10.896 / 8.856

---

x) Below is an isolated molecule of C6H14O, with properties calculated with the ωB97M-V functional and the def2-TZVPD basis.

Geometry as XYZ:
```
21
C6H14O the ωB97M-V functional and the def2-TZVPD basis
C 0.78 2.91 -1.19
C 0.00 2.23 -0.09
C -0.41 0.89 -0.65
C -0.91 -0.08 0.44
C -0.11 -1.35 0.30
O -0.51 -2.27 1.27
C 0.20 -3.47 1.18
H 0.14 3.26 -2.01
H 1.32 1.94 -1.66
H 1.39 3.76 -0.83
H 0.59 2.15 0.83
H -1.01 2.58 0.16
H -1.19 1.07 -1.40
H 0.57 0.61 -1.37
H -1.98 -0.32 0.39
H -0.75 0.31 1.46
H -0.25 -1.74 -0.72
H 0.96 -1.10 0.40
H 0.06 -3.95 0.20
H -0.18 -4.13 1.96
H 1.28 -3.30 1.33
```

Summary:
SMILES: CCCCCOC
Total charge: 0
E_HOMO in eV: -9.829
Molecular weight in Da: 102.18
Gap between HOMO and LUMO in eV: 10.973

---

y) Below is a 2-piece molecular cluster, C6H14O overall, with properties calculated with the ωB97M-V functional and the def2-TZVPD basis.

Geometry as XYZ:
```
21
C6H14O the ωB97M-V functional and the def2-TZVPD basis
C 1.63 -0.18 1.70
C 1.19 -0.64 0.52
C 1.18 0.20 -0.72
C 1.77 1.61 -0.56
C 0.54 -2.00 0.40
C 0.45 -2.90 1.63
H 1.66 0.89 1.88
H 2.08 -0.75 2.51
H 0.15 0.37 -1.05
H 1.73 -0.29 -1.53
H 1.58 2.15 -1.50
H 2.85 1.62 -0.45
H 1.22 2.18 0.18
H 1.22 -2.55 -0.27
H -0.39 -1.98 -0.16
H 0.60 -2.32 2.54
H 1.20 -3.68 1.61
H -0.44 -3.52 1.65
O -5.30 3.16 -2.23
H -6.21 2.85 -2.21
H -5.16 3.17 -3.19
```

Summary:
SMILES: C=C(CC)CC.O
Total charge: 0
E_HOMO in eV: -8.695
Molecular weight in Da: 102.18
Gap between HOMO and LUMO in eV: 9.688

---

Computed energies relative to the best structure, in kJ/mol: w) 332.9; x) 32.1; y) 0.0

---

w) Below is a 2-piece molecular cluster, C6H14O overall, with properties calculated with the ωB97M-V functional and the def2-TZVPD basis.

Geometry as XYZ:
```
21
C6H14O the ωB97M-V functional and the def2-TZVPD basis
C 0.88 0.54 -1.77
C 0.53 0.44 -0.49
C -0.46 1.39 0.19
C -1.19 2.45 -0.57
C 1.02 -0.68 0.40
C 2.14 -1.58 -0.08
H 0.44 1.30 -2.41
H 1.73 0.02 -2.19
H -1.04 0.79 0.90
H 0.18 1.94 0.89
H -0.40 3.02 -1.08
H -1.93 2.20 -1.33
H -1.68 3.22 0.04
H 1.16 -0.23 1.41
H 0.12 -1.31 0.58
H 2.98 -1.10 -0.58
H 2.49 -2.07 0.83
H 1.75 -2.34 -0.77
O -2.65 -2.72 1.70
H -3.52 -2.30 1.71
H -2.56 -2.97 2.62
```

Summary:
SMILES: C=C(CC)CC.O
Total charge: 0
E_HOMO in eV: -9.006
Molecular weight in Da: 102.18
Gap between HOMO and LUMO in eV: 9.772

---

x) Below is a 3-piece molecular cluster, C6H14O overall, with properties calculated with the ωB97M-V functional and the def2-TZVPD basis.

Geometry as XYZ:
```
21
C6H14O the ωB97M-V functional and the def2-TZVPD basis
C -0.67 -0.25 1.41
C -1.23 0.39 0.38
C -1.40 1.89 0.40
C -1.72 -0.36 -0.84
H -0.59 -1.33 1.44
H -0.30 0.28 2.28
H -0.71 2.36 1.10
H -2.42 2.18 0.69
H -1.23 2.32 -0.59
H -1.11 -1.25 -1.02
H -1.66 0.25 -1.74
H -2.76 -0.69 -0.73
C 1.27 0.94 -1.12
O 1.58 -0.01 -1.78
H 0.59 1.71 -1.51
H 1.69 1.13 -0.11
C 2.14 -1.96 0.42
H 2.34 -2.59 1.28
H 2.94 -1.22 0.31
H 2.07 -2.56 -0.49
H 1.20 -1.43 0.58
```

Summary:
SMILES: C=C(C)C.C=O.C
Total charge: 0
E_HOMO in eV: -9.437
Molecular weight in Da: 102.18
Gap between HOMO and LUMO in eV: 10.188

---

Computed energies relative to the best structure, in kJ/mol: w) 0.0; x) 72.5

---

w) Below is a 2-piece molecular cluster, C6H14O overall, with properties calculated with the ωB97M-V functional and the def2-TZVPD basis.

Geometry as XYZ:
```
21
C6H14O the ωB97M-V functional and the def2-TZVPD basis
C 1.68 1.29 -0.51
C 0.84 0.06 -0.30
C 1.22 -1.13 -1.15
C 0.15 -0.10 0.88
C -0.47 -1.39 1.34
O 0.15 0.92 1.79
H 1.60 1.61 -1.55
H 2.74 1.10 -0.31
H 1.35 2.12 0.11
H 1.95 -1.78 -0.66
H 1.66 -0.80 -2.09
H 0.35 -1.74 -1.39
H 0.15 -1.82 2.13
H -0.58 -2.11 0.53
H -1.47 -1.21 1.73
H -0.59 0.79 2.39
C -2.19 0.85 -0.53
H -0.89 0.72 -0.43
H -2.33 1.77 -1.10
H -2.91 0.86 0.28
H -2.39 -0.01 -1.17
```

Summary:
SMILES: CC(C)=C(C)O.C
Total charge: 0
E_HOMO in eV: -7.736
Molecular weight in Da: 102.18
Gap between HOMO and LUMO in eV: 8.563

---

x) Below is a 2-piece molecular cluster, C6H14O overall, with properties calculated with the ωB97M-V functional and the def2-TZVPD basis.

Geometry as XYZ:
```
21
C6H14O the ωB97M-V functional and the def2-TZVPD basis
C 2.75 0.51 0.05
C 1.49 -0.30 0.33
O 1.55 -1.49 0.59
C 0.19 0.48 0.40
C -1.10 -0.35 0.36
C -1.53 -0.74 -1.06
C -2.22 0.44 1.05
H 3.14 0.80 1.03
H 2.56 1.42 -0.53
H 3.50 -0.10 -0.45
H 0.28 0.98 1.37
H 0.18 1.29 -0.35
H -0.90 -1.27 0.92
H -2.49 -1.27 -1.02
H -0.82 -1.40 -1.55
H -1.68 0.15 -1.69
H -3.14 -0.15 1.08
H -2.43 1.37 0.51
H -1.94 0.70 2.08
H 1.30 -0.52 -2.03
H 1.36 -1.16 -1.66
```

Summary:
SMILES: CC(=O)CC(C)C.[H][H]
Total charge: 0
E_HOMO in eV: -9.579
Molecular weight in Da: 102.18
Gap between HOMO and LUMO in eV: 10.614

---

Computed energies relative to the best structure, in kJ/mol: w) 101.1; x) 0.0

---

w) Below is an isolated molecule of C6H6, with properties calculated with the ωB97M-V functional and the def2-TZVPD basis.

Geometry as XYZ:
```
12
C6H6 the ωB97M-V functional and the def2-TZVPD basis
C -2.35 -0.29 -0.19
C -0.03 0.73 0.23
C 2.49 -0.29 -0.09
C -1.11 -0.34 0.13
C 0.10 -1.04 0.21
C 1.14 -0.29 -0.03
H -2.73 0.66 -0.13
H -3.16 -1.00 -0.31
H -0.27 1.45 -0.54
H 0.02 1.25 1.23
H 2.72 -1.24 -0.59
H 3.18 0.41 0.10
```

Summary:
Total charge: 0
E_HOMO in eV: -7.164
Molecular weight in Da: 78.11
Gap between HOMO and LUMO in eV: 6.771

---

x) Below is an isolated molecule of C6H6, with properties calculated with the ωB97M-V functional and the def2-TZVPD basis.

Geometry as XYZ:
```
12
C6H6 the ωB97M-V functional and the def2-TZVPD basis
C -2.23 2.03 -0.28
C -1.14 1.50 -0.20
C 0.14 0.80 -0.12
C -0.05 -0.75 -0.17
C 1.17 -1.48 0.11
C 2.02 -2.05 0.75
H -3.19 2.48 -0.33
H 0.68 1.10 0.79
H 0.77 1.14 -0.95
H -0.56 -1.29 0.64
H -0.61 -1.02 -1.06
H 3.00 -2.44 0.83
```

Summary:
SMILES: C#CCCC#C
Total charge: 0
E_HOMO in eV: -9.994
Molecular weight in Da: 78.11
Gap between HOMO and LUMO in eV: 10.887

---

Computed energies relative to the best structure, in kJ/mol: w) 246.8; x) 0.0

---

w) Below is an isolated molecule of C6H6, with properties calculated with the ωB97M-V functional and the def2-TZVPD basis.

Geometry as XYZ:
```
12
C6H6 the ωB97M-V functional and the def2-TZVPD basis
C -1.55 -0.93 -2.67
C -1.55 -0.49 -1.55
C -1.57 0.06 -0.19
C -0.23 0.18 0.41
C 0.86 0.29 0.91
C 2.19 0.41 1.51
H -1.54 -1.32 -3.66
H -2.05 1.04 -0.20
H -2.19 -0.58 0.45
H 2.54 -0.55 1.90
H 2.92 0.75 0.76
H 2.18 1.14 2.33
```

Summary:
SMILES: C#CCC#CC
Total charge: 0
E_HOMO in eV: -9.572
Molecular weight in Da: 78.11
Gap between HOMO and LUMO in eV: 10.552

---

x) Below is an isolated molecule of C6H6, with properties calculated with the ωB97M-V functional and the def2-TZVPD basis.

Geometry as XYZ:
```
12
C6H6 the ωB97M-V functional and the def2-TZVPD basis
C -1.87 0.90 -0.08
C -0.85 0.07 -0.04
C -0.62 -1.39 -0.02
C 0.71 -1.42 -0.10
C 0.90 0.05 -0.06
C 1.89 0.89 -0.02
H -1.78 1.94 -0.25
H -2.96 0.83 0.19
H -1.39 -2.28 0.13
H 1.42 -2.17 -0.12
H 1.71 1.98 0.28
H 2.84 0.59 0.09
```

Summary:
SMILES: C=C1C=CC1=C
Total charge: 0
E_HOMO in eV: -8.814
Molecular weight in Da: 78.11
Gap between HOMO and LUMO in eV: 9.744

---

Computed energies relative to the best structure, in kJ/mol: w) 0.0; x) 55.7

---

w) Below is a 2-piece molecular cluster, C4H8O4 overall, with properties calculated with the ωB97M-V functional and the def2-TZVPD basis.

Geometry as XYZ:
```
16
C4H8O4 the ωB97M-V functional and the def2-TZVPD basis
O 0.22 -1.09 2.21
C -0.33 -0.82 1.16
O 0.00 0.18 0.25
C -1.60 -1.67 0.74
O -2.06 -2.58 1.82
H -0.26 0.14 -0.65
H -1.23 -2.44 -0.01
H -2.36 -1.19 0.18
H -1.36 -2.58 2.50
C 1.71 1.00 -1.82
C 1.39 1.84 -0.84
O 0.10 2.43 -0.73
H 2.71 0.78 -2.14
H 0.88 0.43 -2.16
H 2.20 2.38 -0.36
H 0.01 3.19 -0.14
```

Summary:
SMILES: O=C(O)CO.C=CO
Total charge: 0
E_HOMO in eV: -9.310
Molecular weight in Da: 120.10
Gap between HOMO and LUMO in eV: 9.892

---

x) Below is a 2-piece molecular cluster, C4H8O4 overall, with properties calculated with the ωB97M-V functional and the def2-TZVPD basis.

Geometry as XYZ:
```
16
C4H8O4 the ωB97M-V functional and the def2-TZVPD basis
C -2.57 2.52 -0.11
C -1.90 1.31 -0.69
O -0.72 1.06 -0.50
O -2.69 0.67 -1.61
H -2.08 3.42 -0.53
H -2.43 2.53 0.99
H -3.65 2.59 -0.32
H -2.05 0.17 -2.19
C 2.22 -2.71 0.37
C 2.54 -1.30 0.89
O 3.43 -1.20 1.73
O 1.66 -0.38 0.38
H 2.15 -3.41 1.21
H 3.03 -3.04 -0.30
H 1.27 -2.73 -0.19
H 1.78 0.48 0.87
```

Summary:
SMILES: CC(=O)O.CC(=O)O
Total charge: 0
E_HOMO in eV: -10.231
Molecular weight in Da: 120.10
Gap between HOMO and LUMO in eV: 10.770

---

Computed energies relative to the best structure, in kJ/mol: w) 299.8; x) 0.0